{
  "formula": "C6H4N6",
  "method": "wB97M-V/def2-TZVPD",
  "orbital_gap_ev": 9.0,
  "smiles": "N#Cc1nnc2ccnn2c1N",
  "total_charge": 0,
  "species": ["C", "C", "C", "C", "C", "C", "H", "H", "H", "H", "N", "N", "N", "N", "N", "N"],
  "coordinates": [[-0.8094, 0.5007, 0.0087], [-1.5400, -0.7040, -0.0755], [1.0138, -1.0775, 0.0662], [2.3765, -0.8932, 0.1243], [2.5763, 0.4651, -0.0238], [-2.9527, -0.5038, -0.0212], [-2.3380, 1.6912, -0.0964], [-0.7689, 2.5021, 0.0866], [3.0852, -1.7149, 0.1247], [3.5612, 0.9245, -0.0215], [-1.3172, 1.6859, -0.0200], [-1.0380, -1.9562, -0.0759], [0.2164, -2.1676, -0.0683], [1.4561, 1.1451, -0.0766], [0.5210, 0.2406, -0.0326], [-4.0423, -0.1381, 0.1013]]
}


{
  "formula": "C18H27Cl2N9OTi",
  "method": "wB97M-V/def2-TZVPD",
  "orbital_gap_ev": [5.4, 5.4],
  "total_charge": 4,
  "species": ["Ti", "C", "N", "C", "C", "N", "N", "C", "N", "N", "H", "H", "H", "H", "H", "H", "H", "H", "H", "H", "H", "C", "C", "C", "C", "C", "C", "N", "N", "C", "C", "C", "C", "C", "N", "H", "H", "H", "H", "H", "H", "H", "H", "H", "Cl", "C", "Cl", "H", "H", "C", "C", "N", "O", "H", "H", "H", "H", "H"],
  "coordinates": [[-0.2190, 0.0299, -0.4298], [0.0035, -0.4317, 4.2620], [-1.3146, -0.3160, 3.6460], [-2.4271, -0.3510, 4.5869], [-1.4537, -0.3006, 2.3270], [-0.4245, -0.3695, 1.4759], [-2.7361, -0.1824, 1.8101], [-3.1324, -0.1848, 0.4932], [-4.4432, -0.1860, 0.2752], [-2.2450, -0.1770, -0.4784], [-0.0445, -0.0592, 5.2834], [0.7576, 0.1688, 3.7504], [0.3298, -1.4734, 4.3218], [-2.0990, 0.0577, 5.5414], [-2.7503, -1.3797, 4.7698], [-3.2796, 0.2546, 4.2812], [0.4263, -0.6076, 1.9973], [-3.4838, -0.1739, 2.4996], [-5.1293, -0.2078, 1.0182], [-4.8373, -0.1629, -0.6574], [-2.6918, -0.2158, -1.3977], [4.9053, 2.4201, -1.2455], [5.1951, 1.1502, -0.7441], [4.1830, 0.2354, -0.5509], [2.8460, 0.5907, -0.8566], [2.5603, 1.8899, -1.3440], [3.5864, 2.7827, -1.5442], [1.8173, -0.3125, -0.7388], [2.1650, -1.5399, -0.6775], [1.1841, -2.4717, -0.6829], [1.5474, -3.8238, -0.7294], [0.5526, -4.7841, -0.7963], [-0.7713, -4.3560, -0.8022], [-1.0565, -2.9948, -0.7585], [-0.1128, -2.0499, -0.7041], [5.7030, 3.1300, -1.4032], [6.2157, 0.8817, -0.5115], [4.3890, -0.7410, -0.1328], [1.5353, 2.1383, -1.6178], [3.3928, 3.7614, -1.9532], [2.5951, -4.0806, -0.7380], [0.7985, -5.8357, -0.8502], [-1.5783, -5.0712, -0.8557], [-2.0872, -2.6579, -0.7715], [-0.9984, 2.4841, 0.0996], [0.2140, 3.2125, 1.1613], [1.4039, 1.9404, 1.4633], [-0.2580, 3.5233, 2.0977], [0.6887, 4.0563, 0.6521], [-1.6050, 2.3086, -3.4401], [-0.7992, 1.0530, -3.3575], [-0.4940, 0.4517, -4.4814], [-0.4088, 0.5747, -2.2324], [-2.2723, 2.2948, -4.3046], [-0.9454, 3.1717, -3.5860], [-2.1925, 2.4831, -2.5384], [-0.7851, 0.8376, -5.3758], [0.0822, -0.3840, -4.5272]]
}


In the order shown, the computed DFT total energy values come out to -15225.398, -82686.020 eV.
In the order shown, the computed ΔE to the lowest compared entry with this formula, charge and spin values come out to 134.5, 82.7 kJ/mol.
In the order shown, the computed maximum force values come out to 3.6, 2.0 eV/A.